DFT (wB97M-V/def2-TZVPD) results for a structure of composition C2H3N5O at a distorted geometry.

- energy above the lowest of the compared OMol25 structures with the same formula, charge and spin (kcal per mole) = 155.4

Atoms and positions in Å:
O: -0.91758 0.78602 0.11879
N: 0.77589 -0.99632 0.03958
N: -1.38857 -1.31960 -0.00324
N: -2.27187 0.69848 -0.28494
N: -2.38619 -0.65591 -0.18001
N: 2.94944 0.13434 -0.13215
C: 1.66589 0.13834 -0.19283
C: -0.43283 -0.52808 0.00427
H: 1.44611 1.29603 0.13348
H: -2.74865 1.33778 0.53380
H: 3.30837 -0.89109 -0.03675



DFT (wB97M-V/def2-TZVPD) results for a structure of composition C17H20N10O2Os at a distorted geometry.

- DFT total energy (eV) = -39371.87319
- net charge = +4

Atoms and positions in Å:
Os: 0.05497 0.15915 -0.85285
O: -0.12762 3.09116 -1.77117
O: 1.89655 3.66903 -2.21714
N: 1.80987 -1.00880 -1.31008
N: -1.15301 2.92665 1.89461
N: -3.06756 -2.44137 -1.05479
N: 1.44856 1.54273 -1.52523
N: 3.70500 1.87180 -2.26613
N: 1.05460 2.88880 -1.88147
N: 2.90499 -0.19152 -1.66256
N: -0.20375 1.23617 0.81790
N: -1.17436 -1.39206 -0.63260
N: -1.92664 1.07360 -1.19210
C: 2.71454 1.13527 -1.84700
C: -3.01110 0.05309 -1.34756
C: -1.23431 2.13382 0.85309
C: -1.16656 -5.53183 -0.25213
C: 0.15463 -3.50582 0.01024
C: 0.51999 3.05463 3.78224
C: -0.95207 -2.78728 -0.42541
C: 1.78059 0.87488 2.35951
C: -2.14403 -3.44610 -0.70617
C: -2.28865 -4.82257 -0.63618
C: 1.70617 2.40158 4.24463
C: 0.58266 1.49883 1.90023
C: 2.32353 1.33625 3.51859
C: 0.03207 -4.88357 0.07736
C: -2.24727 2.14154 -0.21038
C: -0.00605 2.57316 2.62664
C: -2.46663 -1.27694 -0.99537
H: -1.79766 3.67945 2.12416
H: -3.22286 -5.32020 -0.86160
H: -2.25146 3.12531 -0.68780
H: 2.08034 -1.60857 -0.53224
H: -3.87241 0.29431 -0.72325
H: 1.06020 -3.02741 0.35891
H: 2.13698 2.71897 5.18832
H: 1.59365 -1.63072 -2.10065
H: 3.22360 0.89003 3.92144
H: 3.78575 -0.64277 -1.88062
H: 0.08673 3.87553 4.34219
H: 4.59864 1.46783 -2.52192
H: 0.87130 -5.47679 0.41472
H: -1.74067 1.51529 -2.08959
H: -1.22121 -6.60977 -0.18042
H: -3.36841 0.05115 -2.38033
H: 3.57831 2.86655 -2.42048
H: -4.03850 -2.59884 -1.30486
H: -3.24337 2.00565 0.21836
H: 2.22196 0.05069 1.81696



DFT (wB97M-V/def2-TZVPD) results for a cluster of 2 separate species, C2H3ClF2 in total at a distorted geometry.

- energy above the lowest of the compared OMol25 structures with the same formula, charge and spin (kcal per mole) = 102.2

Atoms and positions in Å:
Cl: 1.27083 -1.92728 -0.74116
F: -1.54021 1.24026 0.88359
F: -1.03411 1.62326 -1.16532
C: 1.23871 -0.68701 0.37728
C: -1.25160 0.67925 -0.25137
H: -1.66889 -0.32725 -0.52927
H: 1.66507 0.32552 0.03272
H: 1.32021 -0.92676 1.39354



DFT (wB97M-V/def2-TZVPD) results for the molecule C5H10O.

- energy above the lowest of the compared OMol25 structures with the same formula, charge and spin (kcal per mole) = 26.1
- structure (SMILES) = CC[C@H]1O[C@H]1C

Atoms and positions in Å:
O: 1.10106 -0.17564 1.70631
C: -1.69791 0.30642 -0.70495
C: 1.31555 0.40817 0.42317
C: 1.69520 -0.54689 -0.68000
C: -1.15979 -0.38654 0.54627
C: -0.00467 0.43730 1.06013
H: 2.73891 -0.85284 -0.55456
H: 1.07797 -1.44873 -0.65627
H: 1.59587 -0.07951 -1.66660
H: 1.88845 1.33848 0.44160
H: -2.56967 -0.20089 -1.12572
H: -1.93942 -0.46439 1.31386
H: -0.30659 1.38170 1.52219
H: -0.83105 -1.40772 0.32681
H: -0.92084 0.35074 -1.47676
H: -1.98305 1.34033 -0.47549



DFT (wB97M-V/def2-TZVPD) results for a cluster of 2 separate species, C5H14NOS in total at a distorted geometry.

- multiplicity = 2
- energy above the lowest of the compared OMol25 structures with the same formula, charge and spin (kcal per mole) = 10.0
- net charge = -2
- <S²> = 0.75

Atoms and positions in Å:
S: -3.06821 -1.41444 -0.30220
O: -3.87981 0.10791 2.63318
N: 1.05977 -1.03143 -0.83240
C: 2.16522 1.13300 0.02485
C: -0.24537 -1.57261 -0.35500
C: 1.95946 -0.38260 0.13145
C: -1.45559 -0.94669 -1.01683
C: 0.93668 1.98139 -0.31886
H: -0.23462 -2.63414 -0.59617
H: 0.83817 2.10285 -1.40376
H: 1.10740 2.96851 0.10986
H: -1.37182 0.13699 -0.97300
H: 2.92512 -0.87213 0.01283
H: 0.88772 -0.42367 -1.61887
H: 2.94992 1.35566 -0.70139
H: 0.03961 1.55799 0.13229
H: -1.43003 -1.17552 -2.09201
H: -0.26230 -1.46237 0.72478
H: -4.13423 -0.53956 1.95537
H: 2.56309 1.42909 1.00076
H: 1.61364 -0.57986 1.15013
H: -2.96381 0.26164 2.33498



DFT (wB97M-V/def2-TZVPD) results for the molecule C6H10.

- energy above the lowest of the compared OMol25 structures with the same formula, charge and spin (kcal per mole) = 30.6
- structure (SMILES) = CC#CC(C)C

Atoms and positions in Å:
C: 1.63289 -1.25741 -0.16542
C: -0.75157 -1.90642 0.46356
C: 0.29955 -0.78936 0.43343
C: -0.53331 1.58257 -0.44442
C: -0.89202 2.99866 -0.52286
C: -0.18814 0.45833 -0.17737
H: -1.65569 3.21475 0.23031
H: -1.72943 -1.52420 0.77434
H: 0.49663 -0.50287 1.47607
H: -1.27533 3.30683 -1.49846
H: -0.86416 -2.37111 -0.52221
H: 2.10154 -1.99477 0.49686
H: 1.49314 -1.72198 -1.14886
H: -0.01215 3.60547 -0.28780
H: -0.44625 -2.68256 1.17536
H: 2.32429 -0.41592 -0.28252



DFT (wB97M-V/def2-TZVPD) results for the molecule C4H8O3.

- energy above the lowest of the compared OMol25 structures with the same formula, charge and spin (kcal per mole) = 64.5
- structure (SMILES) = CO/C=C(\O)OC

Atoms and positions in Å:
O: -1.14318 0.50618 -1.04808
O: 1.13762 0.60545 -0.86300
O: 0.99104 -0.35480 1.66144
C: -1.03979 1.29335 -2.22816
C: -0.06277 0.43025 -0.25930
C: -0.14833 0.15536 1.04416
C: 0.72888 -1.73708 1.89337
H: -0.59672 2.26616 -1.99414
H: 1.58551 -2.19102 2.39904
H: -0.44075 0.78292 -2.99219
H: -0.16154 -1.82340 2.52981
H: -1.06388 0.20610 1.61902
H: -2.06601 1.41411 -2.58396
H: 1.76904 0.71758 -0.13293
H: 0.51089 -2.27116 0.95490



DFT (wB97M-V/def2-TZVPD) results for a structure of composition C23H23AsPZn at a distorted geometry.

- DFT total energy (eV) = -142765.21166
- net charge = -1

Atoms and positions in Å:
As: -0.12875 0.13389 -0.02343
Zn: -1.03317 0.87976 -3.39319
P: -0.26057 2.93021 -2.20247
C: -2.04247 2.66771 2.80001
C: 1.78951 -0.98729 1.91029
C: -1.39274 -1.31415 0.45856
C: -2.74708 -1.14750 0.09172
C: -3.69638 -2.09258 0.50300
C: 0.35722 0.54406 -4.93178
C: 0.58116 1.88306 2.25213
C: -3.31558 -3.19263 1.27780
C: -0.47457 1.36417 1.49443
C: 0.31373 2.72460 3.33564
C: -1.96816 -3.36613 1.61535
C: -0.38071 -1.23860 -3.64020
C: -0.99555 3.12981 3.60989
C: -1.78697 1.78937 1.74034
C: 4.01247 -0.82303 0.22614
C: 4.15331 -1.34055 1.51936
C: 1.28454 0.32460 -3.85134
C: 3.03370 -1.47125 2.34787
C: 2.76499 -0.38474 -0.23043
C: -0.99271 -2.47802 1.12664
C: 0.85200 -0.76643 -3.10630
C: 1.63673 -0.49360 0.61083
C: -0.65107 -0.49245 -4.84402
H: 0.47405 1.28479 -5.71004
H: -0.85957 -2.17856 -3.34842
H: 0.92936 -0.98624 2.58717
H: 2.16417 0.93386 -3.62627
H: -1.04330 3.68144 -1.28547
H: -4.06131 -3.91139 1.62376
H: 1.46096 -1.19966 -2.29629
H: -3.06231 -0.29067 -0.51657
H: -4.74400 -1.96891 0.21764
H: 0.93135 2.84699 -1.39415
H: -1.39281 -0.74127 -5.59705
H: -3.05957 3.00047 3.00855
H: 4.88188 -0.76148 -0.43507
H: 0.07487 -2.67910 1.27365
H: 1.61361 1.62223 2.02283
H: -1.19461 3.80350 4.45311
H: -2.61751 1.44328 1.12576
H: 1.13716 3.06989 3.96388
H: 2.67102 0.03926 -1.23552
H: -1.66717 -4.19499 2.25990
H: 0.21684 3.99476 -3.00890
H: 3.10062 -1.94776 3.32744
H: 5.13339 -1.64273 1.89321



DFT (wB97M-V/def2-TZVPD) results for a cluster of 2 separate species, C5H8N in total at a distorted geometry.

- multiplicity = 3
- energy above the lowest of the compared OMol25 structures with the same formula, charge and spin (kcal per mole) = 200.4
- net charge = +1
- <S²> = 2.01

Atoms and positions in Å:
N: 0.55936 0.75389 1.19588
C: -0.90596 0.37415 -1.52729
C: -0.73880 -0.72562 -0.54671
C: 0.52711 -0.40049 0.22671
C: -0.12276 -1.67472 0.52531
C: 0.48329 -0.26226 -1.33055
H: 0.48211 -2.50260 0.33045
H: -0.74898 -1.79917 1.37465
H: -1.44964 -0.08455 -2.42443
H: 1.44068 1.07013 1.22040
H: 1.46749 -0.86483 -2.33203
H: -1.14157 1.36647 -1.14493
H: 0.20825 0.31002 2.04425
H: -0.06069 1.45729 0.92753



DFT (wB97M-V/def2-TZVPD) results for the molecule C3H4N2O2 at a distorted geometry.

- energy above the lowest of the compared OMol25 structures with the same formula, charge and spin (kcal per mole) = 58.7
- structure (SMILES) = Nc1coc(=O)[nH]1

Atoms and positions in Å:
O: 0.94740 -0.80680 -1.39038
O: -1.00492 -1.51356 -2.35635
N: -0.21996 1.28752 1.43645
N: -0.93821 -0.32249 -0.26678
C: 0.11987 0.32309 0.47210
C: 1.21976 -0.25110 -0.03751
C: -0.38713 -0.95996 -1.48473
H: 0.48578 1.97250 1.70303
H: -1.11066 1.75077 1.25920
H: 2.21864 -0.46981 0.27750
H: -1.33056 -1.01017 0.38748



DFT (wB97M-V/def2-TZVPD) results for the ion C6H11N2O with charge +1 at a distorted geometry.

- energy above the lowest of the compared OMol25 structures with the same formula, charge and spin (kcal per mole) = 43.2
- net charge = +1
- structure (SMILES) = CO[C@@H]1C=CCC(=[NH2+])N1

Atoms and positions in Å:
O: -1.65925 -0.43611 0.36083
N: 0.11060 0.76306 -0.76608
N: 2.03578 1.53996 0.23548
C: -2.63123 0.62946 0.72260
C: -0.95421 -0.31646 -0.78184
C: 1.15046 0.57429 0.05096
C: 0.99207 -1.83068 -0.26839
C: 1.61750 -0.77531 0.58140
C: -0.10519 -1.55426 -1.00673
H: -3.52743 0.29265 1.21876
H: 1.16586 -0.88767 1.62963
H: 2.79251 1.52969 0.98278
H: 2.61973 -0.78826 0.68824
H: -2.74941 1.26994 -0.12088
H: 1.63729 -2.74360 -0.40507
H: -1.56700 -0.19417 -1.69506
H: -0.28881 1.70965 -0.93533
H: 2.04366 2.36755 -0.34108
H: -2.24257 1.19670 1.52655
H: -0.44037 -2.34642 -1.67679



DFT (wB97M-V/def2-TZVPD) results for a structure of composition C36H26AsCl5N7ORhS at a distorted geometry.

- multiplicity = 5
- energy above the lowest of the compared OMol25 structures with the same formula, charge and spin (kcal per mole) = 72.9
- net charge = +2
- <S²> = 6.05

Atoms and positions in Å:
Rh: -0.25655 1.03521 0.47701
As: -0.33548 -1.05636 -0.48309
Cl: -7.02387 1.18095 2.21210
Cl: -3.98563 0.71376 3.54628
Cl: -4.50438 3.09791 -2.18039
Cl: -1.85051 2.20062 -1.11402
Cl: -7.17684 2.65014 -0.51468
S: 1.18711 5.56593 0.96894
O: -1.96956 0.97690 1.69357
N: 1.19380 1.69567 -0.78232
N: 1.11516 0.76415 1.87125
N: 2.78939 2.90715 -2.17737
N: 3.97503 4.48340 -0.81466
N: -0.04106 3.30744 1.37211
N: 2.65870 1.56887 3.24879
N: 4.47271 4.19482 -3.01024
C: -1.31793 -1.06398 -2.17389
C: -3.03421 1.36651 1.14119
C: 1.54983 -1.68503 2.35349
C: -4.27264 1.20208 1.93589
C: 1.75669 -0.32522 2.46418
C: -3.19827 2.05427 -0.08695
C: -1.55696 -2.31715 0.28171
C: 3.49204 -3.30138 -2.08296
C: 3.54213 -0.67077 4.12102
C: -4.49908 2.39898 -0.61249
C: 2.27806 -2.56860 3.14847
C: -0.68193 -1.35599 -3.42616
C: 1.21498 3.24584 2.05511
C: -2.72842 -4.42709 0.17078
C: 2.71428 0.20903 3.36286
C: -1.92742 -3.47980 -0.43262
C: -2.58551 -3.26306 2.24585
C: 1.22008 -2.09822 -1.00760
C: 2.65835 -4.02690 -1.23615
C: -1.45130 -1.23765 -4.58139
C: -3.41747 -0.70448 -3.30295
C: -1.96825 -2.19976 1.60690
C: 3.30020 -2.03159 4.01160
C: -3.01673 -4.37185 1.54866
C: 1.58523 1.89713 2.43345
C: -5.64864 2.19319 0.13467
C: 1.45320 -3.44009 -0.79809
C: -2.67940 -0.71159 -2.14210
C: -2.86870 -1.06118 -4.51956
C: -0.15198 4.46462 0.73606
C: 3.72216 3.86703 -1.98280
C: 2.20581 -1.31118 -1.60742
C: 1.90170 4.44744 1.98055
C: 3.31902 -1.91696 -2.15987
C: 1.90737 2.38986 -1.41677
C: -5.51513 1.62111 1.44822
H: -1.04963 4.73996 0.10648
H: 4.03331 -1.31416 -2.72167
H: -2.87857 -3.13560 3.29998
H: 2.25921 -3.68245 3.11208
H: 3.19482 2.23166 3.83649
H: -3.52853 -1.12856 -5.38567
H: 5.31905 4.76630 -2.86967
H: 2.68869 4.77133 2.77862
H: 4.23447 5.45888 -0.88893
H: 3.28424 4.39031 -0.05507
H: 2.90404 -5.04591 -0.96800
H: 0.67670 -4.05572 -0.30331
H: -0.92687 -1.35369 -5.51518
H: -1.80252 -1.20443 2.06902
H: 3.77411 -2.76257 4.65470
H: 2.06547 -0.25371 -1.72001
H: -4.51018 -0.42427 -3.33528
H: 4.58907 3.50807 -3.73958
H: -3.68555 -5.02890 2.03032
H: 0.37611 -1.67185 -3.41638
H: 4.34579 -3.78160 -2.53903
H: 0.68744 -2.13827 1.73609
H: 4.26161 -0.38812 4.90590
H: -3.13593 -5.24723 -0.42918
H: -1.56487 -3.70598 -1.45809
H: -3.16066 -0.61761 -1.10883



Across the entries above, molecular weight takes the values 113.08 586.65 100.50 86.13 136.24 82.15 104.10 470.72 82.13 100.08 127.17 959.81 g mol⁻¹, respectively.